--- A ---
Formula: C3H3BrS
Source: OMol25
Level of theory: ωB97M-V/def2-TZVPD

Last column: Mulliken charge in e.
Atoms and positions in Å:
Br (-3.367, 0.672, -0.151)  0.06
S (-0.130, -0.113, 0.649)  0.09
C (-0.768, -0.924, -0.649)  -0.21
C (-2.808, -1.036, -0.133)  -0.07
C (1.622, 0.331, 0.115)  -0.84
H (2.205, -0.170, 0.727)  0.32
H (1.621, -0.080, -0.939)  0.34
H (1.626, 1.320, 0.380)  0.30

As for the spin multiplicity: 1. The gap between HOMO and LUMO (alpha / beta) is 7.18 / 7.18 eV.



--- B ---
Formula: C3H3BrS
Source: OMol25
Level of theory: ωB97M-V/def2-TZVPD

Last column: Mulliken charge in e.
Atoms and positions in Å:
Br (-2.408, 0.566, -0.247)  -0.01
S (2.515, 0.952, 0.387)  -0.25
C (0.752, 0.631, 0.258)  -0.10
C (-1.304, 0.253, 1.175)  -0.40
C (1.081, 1.279, -0.838)  -0.25
H (0.890, 1.931, -1.778)  0.34
H (-1.138, -0.888, 1.469)  0.31
H (-1.232, 1.101, 1.801)  0.36

As for the spin multiplicity: 1. The gap between HOMO and LUMO (alpha / beta) is 6.67 / 6.67 eV.



Consider the structures shown above. The most stable of them is B.